29
Properties=species:S:1:pos:R:3:forces:R:3:nbo_charge:R:1 method="wB97M-V/def2-TZVPD" homo_energy_ev=-17.2 charge=+2 e_lumo_ev=-9.16 gap_ha=0.2951
Cl 0.65519 1.97943 -1.83357 -0.3 -0.3 0.6 -0.324
C -1.00583 -1.44048 -1.67094 0.7 -0.4 0.0 -0.329
C -0.59152 -2.18014 -0.51487 0.5 -0.1 -0.9 -0.268
C 0.84271 -2.17318 -0.47063 -0.1 0.0 -0.7 -0.375
H -1.23994 -2.78860 0.11170 0.1 0.4 0.0 0.291
C 1.34113 -1.42299 -1.60446 -1.4 -1.5 -0.4 -0.141
C 0.17612 -0.98551 -2.34931 0.2 -1.2 0.1 -0.312
H 0.20785 -0.45073 -3.29199 0.0 0.0 0.2 0.302
H -2.03374 -1.35911 -2.02676 0.3 0.2 0.2 0.299
H 1.46718 -2.73935 0.22542 -0.2 0.4 -0.1 0.297
C 2.76405 -1.10387 -1.88407 0.6 0.5 0.0 -0.652
Hf 0.30036 0.14355 -0.32121 0.5 2.0 0.5 1.692
C -0.64001 -0.59010 1.84269 -1.8 -0.8 4.6 0.546
C -1.55615 1.55928 0.06500 -3.8 4.0 0.8 0.536
O -1.05735 -0.83172 2.89308 1.7 0.8 -4.4 -0.324
O -2.28120 2.43045 0.28297 3.0 -3.7 -0.9 -0.289
H 3.33994 -1.01853 -0.95194 -0.1 -0.2 -0.2 0.243
H 2.83940 -0.13906 -2.39788 0.1 -0.2 -0.1 0.257
H 3.25593 -1.85640 -2.51420 -0.3 0.1 0.1 0.294
C 3.23925 2.65746 1.69638 -0.1 0.1 0.6 -0.746
C 1.98353 1.88126 1.70297 0.4 -1.1 -1.1 0.759
C 0.92435 2.10686 2.71176 -0.3 0.4 0.6 -0.754
O 1.85013 0.93442 0.84710 -0.2 0.9 1.2 -0.714
H 3.28775 3.28345 2.59460 0.1 -0.1 -0.3 0.267
H 3.31913 3.29951 0.80786 -0.2 -0.2 0.0 0.311
H 4.08659 1.96263 1.67525 -0.1 0.1 -0.1 0.298
H -0.03529 2.44694 2.27253 0.5 0.0 0.0 0.270
H 0.69712 1.16815 3.24459 0.3 0.3 -0.1 0.275
H 1.25704 2.85823 3.44515 -0.3 -0.3 -0.3 0.291